[1]
Below is C23H22IN5O11PS2V as an isolated structure, with properties calculated with the ωB97M-V functional and the def2-TZVPD basis.

Output
Molecular weight = 817.4 g/mol
Maximum force = 0.81 eV/Å
Energy above the lowest of the compared OMol25 structures with the same formula, charge and spin = 0.0 kcal per mole

Structure (ORCA input):
```
! wB97M-V def2-TZVPD RIJCOSX def2/J DEFGRID3
* xyz 0 3
V 1.620 0.457 -0.266
O 7.557 1.257 -1.007
C 6.391 1.025 -0.879
C 5.387 0.732 -2.015
O 5.631 0.702 -3.191
C 4.094 0.543 -1.323
C 4.268 0.597 0.047
O 3.219 0.423 0.832
C 5.597 1.007 0.431
O 5.988 1.338 1.537
O 2.905 0.370 -1.807
N 3.646 2.769 2.745
C 2.509 2.067 3.345
P 1.146 2.050 2.115
O 0.721 0.697 1.624
O 1.787 2.898 0.933
C -0.362 2.909 2.631
N -1.344 2.717 1.558
H 4.387 2.122 2.466
H 4.039 3.459 3.369
H 2.699 3.158 1.276
H 2.171 2.532 4.272
H 2.727 1.018 3.549
H -0.148 3.970 2.764
H -0.677 2.500 3.599
H -1.193 2.995 -0.207
H -2.228 3.149 1.804
H -1.539 1.727 1.398
N -4.310 -5.070 3.703
C -3.911 -4.092 2.804
C -3.399 -2.874 3.265
C -3.045 -1.883 2.373
C -3.196 -2.087 1.007
C -3.706 -3.289 0.538
C -4.064 -4.284 1.430
S -2.693 -0.836 -0.128
O -3.158 -1.230 -1.434
O -3.124 0.439 0.404
N -1.100 -0.783 -0.037
C -0.277 -1.721 -0.438
S -0.606 -3.369 -0.899
C 1.094 -3.659 -1.126
C 1.800 -2.548 -0.872
N 1.049 -1.457 -0.481
H -3.887 -5.030 4.615
H -4.365 -6.007 3.338
H -3.289 -2.711 4.330
H -2.649 -0.941 2.732
H -3.830 -3.432 -0.527
H -4.470 -5.218 1.062
H 1.462 -4.618 -1.447
H 2.870 -2.444 -0.956
I -2.615 0.030 -7.432
C -1.983 0.707 -5.564
C -2.774 1.608 -4.862
C -2.355 2.056 -3.624
C -1.151 1.599 -3.094
C -0.368 0.691 -3.802
C -0.781 0.246 -5.044
C -0.720 2.017 -1.756
O -1.353 3.003 -1.204
O 0.188 1.424 -1.164
H -3.714 1.947 -5.275
H -2.966 2.741 -3.054
H 0.568 0.341 -3.383
H -0.175 -0.455 -5.600
*
```

Löwdin atomic charge list, values in e, 5 entries: number 1, V, carries 1.113; number 2, O, carries 0.168; number 3, C, carries -0.228; number 4, C, carries -0.256; number 5, O, carries 0.148


[2]
Below is a 12-piece molecular cluster, C38H76Br10O14S7 overall in a non-equilibrium geometry, with properties calculated with the ωB97M-V functional and the def2-TZVPD basis.

Output
Molecular weight = 1780.5 g/mol
Maximum force = 2.43 eV/Å
Energy above the lowest of the compared OMol25 structures with the same formula, charge and spin = 0.0 kcal per mole

Structure (ORCA input):
```
! wB97M-V def2-TZVPD RIJCOSX def2/J DEFGRID3
* xyz 0 1
O 12.322 11.643 -2.218
S 11.618 10.470 -2.657
O 10.232 10.451 -3.064
C 12.615 9.775 -3.978
C 12.600 8.275 -3.868
C 12.343 7.905 -2.401
C 11.938 9.109 -1.581
H 13.621 10.145 -3.730
H 12.436 10.304 -4.917
H 11.831 7.801 -4.484
H 13.486 7.791 -4.281
H 13.171 7.343 -1.948
H 11.653 7.057 -2.351
H 12.735 9.308 -0.872
H 11.028 8.925 -1.006
O 17.761 6.565 -2.483
S 16.858 5.531 -2.918
O 15.654 5.905 -3.602
C 17.775 4.348 -3.912
C 18.214 3.295 -2.936
C 16.971 2.997 -2.089
C 16.490 4.351 -1.604
H 18.577 4.811 -4.483
H 17.054 4.003 -4.659
H 18.524 2.376 -3.440
H 19.069 3.613 -2.338
H 17.193 2.423 -1.190
H 16.227 2.478 -2.689
H 16.915 4.681 -0.662
H 15.399 4.391 -1.552
O 5.370 12.310 -2.693
S 5.579 11.671 -1.420
O 4.471 11.151 -0.698
C 6.856 10.437 -1.655
C 7.839 10.537 -0.506
C 7.313 11.554 0.517
C 6.549 12.610 -0.248
H 7.371 10.753 -2.565
H 6.426 9.458 -1.855
H 7.928 9.548 -0.059
H 8.811 10.874 -0.857
H 8.099 12.074 1.065
H 6.729 11.029 1.271
H 7.163 13.279 -0.852
H 5.839 13.179 0.348
O 8.067 15.568 -1.851
S 8.971 15.169 -2.904
O 10.282 15.761 -2.985
C 9.114 13.357 -2.935
C 8.162 12.854 -4.024
C 7.243 14.000 -4.433
C 8.097 15.258 -4.484
H 8.848 13.058 -1.922
H 10.153 13.103 -3.123
H 8.727 12.429 -4.852
H 7.562 12.039 -3.608
H 6.329 14.158 -3.862
H 6.858 13.782 -5.439
H 7.560 16.193 -4.589
H 8.966 15.199 -5.146
O 10.468 10.531 1.031
S 10.036 9.891 2.241
O 8.891 10.344 2.941
C 9.978 8.148 1.895
C 11.361 7.585 2.170
C 11.738 8.288 3.498
C 11.403 9.764 3.404
H 9.486 7.915 0.953
H 9.196 7.763 2.570
H 11.364 6.516 2.370
H 11.992 7.841 1.315
H 12.741 8.119 3.875
H 11.056 7.793 4.198
H 12.211 10.357 2.973
H 11.091 10.179 4.357
O 9.700 6.802 -5.700
S 9.635 8.079 -6.379
O 10.853 8.707 -6.809
C 8.503 7.927 -7.777
C 7.719 9.200 -7.762
C 7.393 9.504 -6.298
C 8.626 9.225 -5.466
H 7.933 7.015 -7.604
H 9.207 7.748 -8.591
H 8.372 9.978 -8.167
H 6.829 9.132 -8.381
H 6.585 8.833 -5.994
H 7.024 10.516 -6.140
H 8.388 8.706 -4.536
H 9.245 10.082 -5.216
O 11.357 3.227 -8.568
S 12.464 4.135 -8.630
O 12.737 4.801 -9.869
C 12.307 5.207 -7.227
C 12.837 4.371 -6.088
C 14.112 3.677 -6.572
C 14.002 3.371 -8.060
H 11.298 5.603 -7.162
H 12.932 6.103 -7.312
H 13.139 5.005 -5.245
H 12.084 3.750 -5.599
H 14.325 2.781 -5.985
H 14.945 4.344 -6.349
H 13.930 2.344 -8.404
H 14.731 3.948 -8.625
Br 15.835 14.738 -1.422
C 14.371 13.870 -2.434
C 13.784 14.855 -3.412
Br 12.678 13.888 -4.692
H 13.699 13.553 -1.653
H 14.858 13.036 -2.923
H 14.467 15.525 -3.924
H 13.087 15.539 -2.926
Br 17.129 7.067 1.180
C 16.322 8.528 0.208
C 16.477 9.858 0.850
Br 15.289 11.131 0.018
H 15.278 8.270 0.052
H 16.755 8.485 -0.791
H 17.483 10.258 0.850
H 16.138 9.744 1.880
Br 16.797 13.158 -5.291
C 15.680 12.326 -6.657
C 15.104 13.442 -7.517
Br 13.812 12.636 -8.703
H 14.861 11.926 -6.070
H 16.217 11.610 -7.261
H 15.901 13.875 -8.117
H 14.642 14.220 -6.923
Br 8.635 7.128 -1.650
C 9.617 5.465 -1.441
C 10.098 4.909 -2.721
Br 11.329 3.481 -2.275
H 9.065 4.773 -0.804
H 10.406 5.719 -0.726
H 10.559 5.656 -3.366
H 9.272 4.559 -3.339
Br 19.082 9.955 -1.685
C 18.510 9.542 -3.464
C 17.010 9.331 -3.509
Br 16.433 9.190 -5.346
H 19.057 8.685 -3.845
H 18.755 10.384 -4.109
H 16.509 10.204 -3.089
H 16.667 8.444 -2.992
*
```

Löwdin atomic charge list, values in e, 5 entries: number 1, O, carries -0.351; number 2, S, carries 0.660; number 3, O, carries -0.310; number 4, C, carries -0.218; number 5, C, carries -0.190


[3]
Below is an isolated ion of composition C5H4N and charge +1 in a non-equilibrium geometry, with properties calculated with the ωB97M-V functional and the def2-TZVPD basis.

Output
Molecular weight = 78.1 g/mol
Maximum force = 2.62 eV/Å
Energy above the lowest of the compared OMol25 structures with the same formula, charge and spin = 8.0 kcal per mole

Structure (ORCA input):
```
! wB97M-V def2-TZVPD RIJCOSX def2/J DEFGRID3
* xyz 1 1
C 0.555 -2.714 -3.043
C 0.359 -2.076 -2.039
N 0.329 -1.285 -0.990
C 0.102 -0.545 -0.117
C -0.156 0.219 1.025
C -0.303 1.568 1.124
H 1.049 -3.195 -3.857
H -0.261 -0.345 1.993
H -0.498 1.823 2.169
H -0.087 2.174 0.167
*
```

Löwdin atomic charge list, values in e, 5 entries: number 1, C, carries 0.251; number 2, C, carries -0.089; number 3, N, carries 0.216; number 4, C, carries 0.117; number 5, C, carries -0.108